The following is a quantum chemistry calculation of a molecular structure, C39H24Br2F8N4O4SbScTe, from the OMol25 dataset.

Geometry (Å):
H1 -3.759 3.485 -1.312
H2 -0.995 -0.293 3.721
H3 2.793 0.310 6.845
H4 2.613 -2.409 3.857
C1 2.861 2.352 2.438
C2 -0.398 -0.051 5.757
N1 -1.694 -2.521 0.209
H5 4.136 -4.368 3.733
H6 -0.986 -5.665 1.115
Br1 -5.793 1.205 -5.516
F1 5.239 -5.223 1.570
H7 3.601 0.513 -0.319
C3 4.128 -3.475 0.463
C4 -3.391 0.868 -0.993
C5 -0.155 -0.166 4.395
C6 4.496 2.378 0.185
H8 -4.718 -3.909 -0.129
Sc1 -0.700 -0.515 -0.480
F2 0.722 -1.792 -0.740
C7 -3.003 -2.663 -0.036
F3 0.455 0.232 7.923
H9 -1.399 -0.088 6.165
C8 1.145 -0.114 3.891
C9 -0.998 -3.590 0.603
F4 1.533 -1.629 -3.421
H10 0.065 -3.438 0.737
H11 -0.188 4.731 0.759
C10 -1.587 -4.827 0.792
H12 3.222 0.107 4.404
H13 -3.430 -5.928 0.661
C11 1.981 0.175 6.143
C12 -0.868 3.977 0.387
C13 3.038 -2.699 2.904
C14 3.642 1.309 0.413
C15 4.516 3.413 1.098
H14 4.557 -3.802 -0.475
H15 3.761 4.264 2.905
C16 -1.837 -0.480 -3.626
H16 0.176 3.382 -4.020
C17 2.833 1.282 1.546
H17 -3.905 3.256 -5.363
F5 2.811 0.051 -2.442
O1 0.493 0.805 -1.545
Br2 -2.809 -3.110 -3.429
C18 3.713 3.428 2.220
C19 -2.023 4.319 -0.300
H18 5.128 2.418 -0.692
F6 5.343 4.454 0.883
O2 -0.752 -0.888 -2.952
N2 -1.373 1.656 0.151
C20 -0.577 2.640 0.575
O3 -4.936 -1.488 -0.732
H19 -4.936 -1.429 -4.608
O4 -4.388 1.139 -1.623
C21 4.416 -4.158 1.627
C22 2.207 0.058 4.780
C23 -1.893 3.507 -4.703
Te1 1.054 0.166 -3.158
C24 -4.173 0.544 -4.806
F7 0.852 0.001 -5.022
C25 -4.091 -0.773 -4.464
F8 1.829 1.788 -3.729
H20 -1.843 4.558 -4.946
C26 -3.664 -3.867 0.108
C27 -3.070 1.411 -4.615
C28 -3.030 2.786 -4.934
C29 -0.761 2.863 -4.170
C30 -2.845 3.305 -0.763
C31 -2.912 -1.285 -3.888
C32 3.270 -2.386 0.525
C33 -2.489 1.993 -0.510
C34 3.886 -3.797 2.848
N3 -0.783 1.595 -3.848
C35 -3.745 -1.443 -0.532
N4 -2.897 -0.364 -0.632
C36 2.731 -1.986 1.748
H21 3.003 -1.879 -0.393
H22 -2.277 5.356 -0.476
H23 2.225 2.354 3.315
C37 -2.943 -4.969 0.538
Sb1 1.424 -0.306 1.786
C38 -1.907 0.869 -4.040
H24 0.345 2.349 1.062
C39 0.679 0.117 6.602

## Properties
Frontier orbital gap: 7.59 eV
LUMO: -0.93 eV
Maximum force: 0.01233 Eh/bohr

Results of the Löwdin charge analysis, in e, for atoms 1 through 4: atom 1 (H): 0.125, atom 2 (H): 0.092, atom 3 (H): 0.123, atom 4 (H): 0.087